(1)
DFT (ωB97M-V with the def2-TZVPD basis set) results for C18H31BCl11I2O8PS as an isolated structure.

Results
Lowest unoccupied orbital energy = -0.397 eV
Gap between HOMO and LUMO = 8.821 eV

```
73
C18H31BCl11I2O8PS ωB97M-V with the def2-TZVPD basis set
C 2.871 -4.775 2.737
C 1.597 -5.251 1.813
I 0.429 -6.915 2.733
C 0.660 -4.039 1.239
I 1.930 -3.019 -0.291
C 0.032 -3.020 2.343
B 0.658 -1.497 2.021
O -0.040 -0.480 1.207
O 1.976 -1.065 2.608
O 0.294 -3.182 3.779
C -0.784 -3.939 4.498
O -0.834 -4.375 5.759
O -1.814 -4.011 3.408
C -1.630 -2.861 2.460
C -2.205 -1.619 3.402
C -3.548 -1.985 4.259
O -3.657 -1.399 5.485
Cl -4.929 -3.115 3.773
P -2.566 -2.935 0.782
O -3.035 -4.629 0.562
O -1.522 -2.567 -0.608
S -4.077 -1.722 0.635
H 3.837 -5.359 2.430
H 2.952 -3.611 2.639
H 2.566 -5.013 3.865
H 2.086 -5.763 0.850
H -0.192 -4.563 0.586
H 0.099 -0.612 0.224
H 2.177 -0.130 2.297
H -1.398 -1.240 4.197
H -2.459 -0.643 2.763
H -3.227 -4.817 -0.406
H -1.607 -3.298 -1.288
Cl 1.100 -0.229 -1.629
C 1.135 0.385 -3.300
C -0.006 -0.167 -4.140
Cl 0.174 -1.911 -4.456
H 2.110 0.139 -3.733
H 1.056 1.475 -3.239
H -0.025 0.330 -5.114
H -0.975 -0.009 -3.657
Cl -1.962 2.069 1.772
C -3.292 3.244 1.618
C -4.657 2.579 1.688
Cl -4.985 1.563 0.261
H -3.157 3.789 0.679
H -3.183 3.955 2.442
H -5.441 3.341 1.720
H -4.755 1.952 2.580
Cl -2.905 -1.808 -5.521
C -4.006 -0.665 -6.328
C -3.255 0.404 -7.106
Cl -2.385 1.530 -6.034
H -4.658 -0.226 -5.567
H -4.627 -1.253 -7.010
H -3.960 1.004 -7.688
H -2.529 -0.035 -7.797
Cl 2.195 2.381 0.664
C 1.094 3.524 -0.144
C 1.845 4.594 -0.922
Cl 2.715 5.719 0.150
H 0.442 3.963 0.618
H 0.473 2.937 -0.826
H 1.140 5.194 -1.504
H 2.571 4.154 -1.613
Cl 9.226 5.449 0.224
C 7.896 6.623 0.070
C 6.531 5.958 0.140
Cl 6.203 4.943 -1.287
H 8.031 7.168 -0.869
H 8.005 7.334 0.894
H 5.747 6.720 0.172
H 6.433 5.331 1.032
```

Taken from the Löwdin analysis, the atomic charges in e are:
1. C -0.162
2. C -0.779
3. I 0.778
4. C -0.567
5. I 1.031
6. C -0.272
7. B -0.556
8. O -0.046
9. O 0.024
10. O -0.025
11. C -0.223
12. O 0.060
13. O -0.101
14. C -0.324
15. C -0.100
16. C -0.557
17. O -0.092
18. Cl 0.591
19. P 0.471
20. O -0.274
21. O -0.322
22. S 0.304
23. H 0.093
24. H 0.069
25. H 0.084
26. H 0.067
27. H 0.090
28. H -0.037
29. H 0.090
30. H 0.173
31. H 0.090
32. H 0.084
33. H 0.081
34. Cl 0.552
35. C -0.601
36. C -0.685
37. Cl 0.519
38. H 0.079
39. H 0.071
40. H 0.037
41. H 0.059
42. Cl 0.590
43. C -0.652
44. C -0.650
45. Cl 0.517
46. H 0.068
47. H 0.073
48. H 0.072
49. H 0.073
50. Cl 0.544
51. C -0.651
52. C -0.645
53. Cl 0.568
54. H 0.072
55. H 0.074
56. H 0.073
57. H 0.073
58. Cl 0.563
59. C -0.664
60. C -0.656
61. Cl 0.546
62. H 0.058
63. H 0.060
64. H 0.073
65. H 0.067
66. Cl 0.533
67. C -0.669
68. C -0.677
69. Cl 0.521
70. H 0.069
71. H 0.072
72. H 0.055
73. H 0.073

---

(2)
DFT (ωB97M-V with the def2-TZVPD basis set) results for a 6-piece molecular cluster, C18H31Cl10I2N4O2 overall.

Results
Lowest unoccupied orbital energy = -3.318 eV
Gap between HOMO and LUMO = 8.303 eV
Total charge = +1

```
67
C18H31Cl10I2N4O2 ωB97M-V with the def2-TZVPD basis set
C 1.981 3.597 1.418
C 2.062 1.988 1.581
I 2.976 1.308 3.466
C 1.566 1.113 0.562
I 0.721 1.887 -1.318
N 1.574 -0.374 0.668
C 0.409 -1.139 0.272
N 0.609 -2.577 0.444
C 1.955 -2.584 1.008
N 2.712 -3.610 1.427
C 4.072 -3.461 2.027
C 4.508 -4.891 2.603
O 3.811 -5.191 3.838
C 4.561 -4.807 4.979
O 3.997 -4.546 6.067
N 2.510 -1.256 1.110
H 1.833 3.994 2.491
H 1.025 3.914 0.854
H 2.907 4.030 0.914
H -0.592 -0.779 -0.134
H 2.329 -4.567 1.352
H 3.942 -2.756 2.938
H 4.837 -2.957 1.349
H 5.631 -4.877 2.803
H 4.196 -5.678 1.835
H 5.709 -4.679 4.971
H 3.419 -0.902 1.428
Cl -0.357 2.497 3.759
C -0.008 3.711 5.016
C -1.136 4.710 5.174
Cl -1.285 5.782 3.760
H 0.932 4.204 4.760
H 0.138 3.166 5.951
H -0.946 5.350 6.038
H -2.096 4.212 5.325
Cl -1.175 1.043 -4.680
C -2.496 2.115 -4.148
C -2.262 3.556 -4.556
Cl -0.905 4.292 -3.664
H -2.599 2.014 -3.066
H -3.411 1.743 -4.613
H -3.148 4.153 -4.332
H -2.053 3.643 -5.623
Cl -2.113 3.818 -8.101
C -1.033 2.443 -8.446
C -1.532 1.601 -9.603
Cl -3.021 0.712 -9.193
H -0.934 1.852 -7.534
H -0.054 2.862 -8.689
H -0.781 0.854 -9.869
H -1.734 2.210 -10.486
Cl -0.482 -0.658 2.986
C -1.552 -0.853 4.398
C -2.893 -1.449 4.019
Cl -3.879 -0.323 3.053
H -1.665 0.122 4.874
H -1.036 -1.515 5.096
H -3.465 -1.677 4.921
H -2.776 -2.372 3.448
Cl -2.595 -1.110 -1.252
C -3.141 -2.800 -1.403
C -2.708 -3.424 -2.714
Cl -3.557 -2.713 -4.109
H -4.226 -2.817 -1.289
H -2.702 -3.350 -0.568
H -2.942 -4.491 -2.711
H -1.634 -3.312 -2.878
```

Taken from the Löwdin analysis, the atomic charges in e are:
1. C -0.186
2. C -0.692
3. I 0.814
4. C -0.640
5. I 0.916
6. N -0.165
7. C -0.142
8. N 0.136
9. C -0.254
10. N 0.061
11. C -0.122
12. C -0.159
13. O -0.067
14. C -0.248
15. O 0.049
16. N 0.112
17. H 0.044
18. H 0.058
19. H 0.096
20. H 0.019
21. H 0.167
22. H 0.142
23. H 0.140
24. H 0.133
25. H 0.144
26. H 0.170
27. H 0.116
28. Cl 0.539
29. C -0.634
30. C -0.655
31. Cl 0.549
32. H 0.060
33. H 0.079
34. H 0.077
35. H 0.072
36. Cl 0.517
37. C -0.644
38. C -0.654
39. Cl 0.511
40. H 0.057
41. H 0.082
42. H 0.082
43. H -0.015
44. Cl 0.579
45. C -0.646
46. C -0.661
47. Cl 0.538
48. H 0.033
49. H 0.077
50. H 0.074
51. H 0.070
52. Cl 0.586
53. C -0.627
54. C -0.653
55. Cl 0.549
56. H 0.046
57. H 0.080
58. H 0.077
59. H 0.069
60. Cl 0.584
61. C -0.626
62. C -0.659
63. Cl 0.550
64. H 0.075
65. H 0.074
66. H 0.076
67. H 0.069

---

(3)
DFT (ωB97M-V with the def2-TZVPD basis set) results for C18H31GeO5Pt as an isolated structure.

Results
Lowest unoccupied orbital energy (alpha / beta) = -4.403 / -4.393 eV
Gap between HOMO and LUMO (alpha / beta) = 5.209 / 5.227 eV
Total charge = +1

```
56
C18H31GeO5Pt ωB97M-V with the def2-TZVPD basis set
Pt 0.142 -0.211 -0.004
C 1.784 0.611 -2.724
O 0.581 0.794 -1.960
C -0.517 1.406 -2.660
C -1.850 0.844 -2.171
O -1.895 0.694 -0.756
C -2.197 1.844 0.047
C -0.974 2.694 0.328
O 0.035 1.873 0.910
C 1.207 2.602 1.289
H 1.588 -0.046 -3.573
H 2.150 1.577 -3.072
H 2.512 0.157 -2.058
H -0.439 2.487 -2.529
H -0.424 1.192 -3.727
H -2.674 1.475 -2.509
H -1.999 -0.166 -2.552
H -2.978 2.434 -0.434
H -2.579 1.439 0.984
H -0.577 3.166 -0.573
H -1.247 3.484 1.034
H 0.963 3.293 2.095
H 1.932 1.870 1.637
H 1.613 3.148 0.435
C 4.033 -1.763 1.373
C 2.640 -1.197 1.426
O 2.284 -0.574 0.404
C 1.831 -1.340 2.628
C 2.544 -1.662 3.811
C 1.944 -1.762 5.035
C 0.561 -1.569 5.119
C -0.176 -1.274 4.001
C 0.423 -1.141 2.729
O -0.429 -0.911 1.753
H 4.307 -1.896 0.330
H 4.118 -2.703 1.910
H 4.735 -1.055 1.820
H 3.612 -1.813 3.746
H 2.524 -1.989 5.918
H 0.062 -1.656 6.076
H -1.247 -1.136 4.059
C -0.737 -4.849 -1.711
Ge -1.392 -3.394 -0.580
C -1.587 -3.996 1.262
C -3.106 -2.724 -1.248
C -0.050 -1.982 -0.826
H -1.464 -5.661 -1.736
H 0.202 -5.246 -1.323
H -0.571 -4.515 -2.736
H -2.468 -4.637 1.325
H -1.710 -3.159 1.941
H -0.721 -4.582 1.572
H -3.878 -3.487 -1.140
H -3.044 -2.459 -2.305
H -3.422 -1.845 -0.682
H 0.775 -2.094 -1.536
```

Taken from the Löwdin analysis, the atomic charges in e are:
1. Pt 1.250
2. C -0.037
3. O -0.329
4. C -0.148
5. C -0.150
6. O -0.259
7. C -0.132
8. C -0.169
9. O -0.303
10. C -0.035
11. H 0.102
12. H 0.105
13. H 0.084
14. H 0.124
15. H 0.137
16. H 0.140
17. H 0.120
18. H 0.139
19. H 0.142
20. H 0.120
21. H 0.145
22. H 0.106
23. H 0.090
24. H 0.104
25. C -0.008
26. C -0.368
27. O -0.123
28. C -0.092
29. C -0.037
30. C -0.078
31. C -0.059
32. C -0.013
33. C -0.324
34. O -0.240
35. H 0.089
36. H 0.086
37. H 0.104
38. H 0.105
39. H 0.108
40. H 0.113
41. H 0.120
42. C -0.223
43. Ge 0.772
44. C -0.189
45. C -0.201
46. C -0.125
47. H 0.028
48. H 0.024
49. H 0.022
50. H 0.034
51. H 0.008
52. H 0.032
53. H 0.033
54. H 0.018
55. H 0.023
56. H 0.017

---

Electronic energy in eV, matching the order above: -210295.6147; -170640.7701; -89157.7047